No. 1
C33H29N3O3 | wB97M-V/def2-TZVPD

CARTESIAN COORDINATES (ANGSTROEM)
1 O -1.831 -0.635 -2.189
2 C -2.237 -1.550 -2.992
3 C -3.652 -1.919 -3.083
4 C -4.069 -2.952 -3.881
5 C -3.141 -3.726 -4.608
6 N -3.540 -4.904 -5.305
7 O -2.620 -5.540 -5.871
8 O -4.744 -5.245 -5.300
9 C -1.770 -3.389 -4.603
10 C -1.336 -2.357 -3.804
11 H -4.358 -1.420 -2.418
12 H -5.117 -3.222 -3.980
13 H -1.065 -3.960 -5.201
14 H -0.267 -2.121 -3.721
15 C 4.340 -3.284 1.910
16 N 2.940 -3.636 1.655
17 C 2.289 -4.451 2.593
18 C 2.698 -4.439 3.949
19 C 1.905 -5.065 4.916
20 C 0.768 -5.789 4.531
21 C 0.438 -5.907 3.174
22 C 1.180 -5.224 2.210
23 C 2.208 -2.736 0.844
24 C 1.317 -3.179 -0.155
25 C 0.619 -2.247 -0.919
26 C 0.748 -0.837 -0.707
27 C 0.069 0.100 -1.565
28 C 0.113 1.538 -1.236
29 C -1.058 2.342 -1.229
30 C -1.012 3.671 -0.813
31 C 0.219 4.306 -0.543
32 N 0.286 5.593 -0.026
33 C 1.607 6.209 0.160
34 C -0.758 6.174 0.732
35 C -0.498 6.630 2.044
36 C -1.535 7.130 2.831
37 C -2.828 7.239 2.304
38 C -3.070 6.881 0.969
39 C -2.044 6.349 0.190
40 C 1.408 3.562 -0.692
41 C 1.339 2.207 -0.936
42 C 1.569 -0.445 0.412
43 C 2.357 -1.360 1.092
44 H 4.775 -2.950 0.957
45 H 4.460 -2.489 2.667
46 H 4.874 -4.183 2.247
47 H 3.580 -3.861 4.238
48 H 2.186 -4.984 5.972
49 H 0.167 -6.307 5.285
50 H -0.403 -6.523 2.862
51 H 0.906 -5.265 1.163
52 H 1.224 -4.246 -0.349
53 H -0.067 -2.595 -1.688
54 H -0.109 -0.166 -2.617
55 H -2.006 1.870 -1.519
56 H -1.956 4.206 -0.687
57 H 1.484 7.297 0.273
58 H 2.113 5.840 1.072
59 H 2.241 6.014 -0.716
60 H 0.514 6.561 2.451
61 H -1.324 7.429 3.859
62 H -3.637 7.630 2.927
63 H -4.061 7.014 0.535
64 H -2.231 6.072 -0.850
65 H 2.398 4.008 -0.536
66 H 2.274 1.667 -0.878
67 H 1.674 0.586 0.741
68 H 3.059 -1.019 1.855

The HOMO energy is -7.52 eV. Its total energy is -45298.05142 eV. The calculation puts the energy relative to the best compared isomer or geometry (same formula, charge and spin) at 58.7 kJ/mol.

No. 2
C33H30Br2FN4SSbTi | wB97M-V/def2-TZVPD

CARTESIAN COORDINATES (ANGSTROEM)
1 Ti 0.584 -1.203 -0.618
2 C 4.540 -3.302 -0.853
3 C 3.125 -2.859 -0.965
4 N 2.532 -2.072 -0.147
5 N 3.234 -1.577 0.917
6 C 2.432 -1.159 1.851
7 N 2.963 -0.609 2.962
8 S 0.699 -1.363 1.811
9 C 2.267 -3.306 -2.077
10 C 2.652 -4.282 -2.979
11 C 1.769 -4.646 -3.986
12 C 0.532 -4.035 -4.055
13 C 0.201 -3.088 -3.101
14 N 1.046 -2.734 -2.133
15 H 5.002 -2.841 0.013
16 H 5.088 -3.018 -1.753
17 H 4.598 -4.388 -0.755
18 H 3.931 -0.334 2.902
19 H 2.362 -0.026 3.522
20 H 3.628 -4.737 -2.897
21 H 2.051 -5.401 -4.709
22 H -0.183 -4.284 -4.825
23 H -0.763 -2.596 -3.098
24 Br -1.561 0.006 -2.917
25 C -0.654 0.741 -4.359
26 Br 1.926 0.416 -2.032
27 H -0.846 1.794 -4.497
28 H 0.317 0.309 -4.531
29 F -4.662 -4.417 0.460
30 C -3.571 -3.680 0.176
31 C -3.703 -2.315 0.017
32 C -2.570 -1.573 -0.278
33 C -1.306 -2.154 -0.426
34 C -1.239 -3.541 -0.241
35 C -2.351 -4.316 0.054
36 H -4.672 -1.847 0.127
37 H -2.701 -0.505 -0.386
38 H -0.285 -4.056 -0.314
39 H -2.282 -5.386 0.196
40 C 3.057 2.904 3.569
41 C 1.782 2.633 4.050
42 C 0.781 2.219 3.179
43 C 1.045 2.070 1.821
44 C 2.328 2.344 1.345
45 C 3.327 2.763 2.214
46 Sb -0.398 1.369 0.411
47 C -0.660 3.242 -0.551
48 C -1.031 4.360 0.191
49 C -1.151 5.597 -0.423
50 C -0.892 5.724 -1.784
51 C -0.508 4.614 -2.523
52 C -0.391 3.374 -1.909
53 C -2.163 1.354 1.604
54 C -3.282 2.064 1.173
55 C -4.493 1.950 1.844
56 C -4.600 1.120 2.950
57 C -3.495 0.400 3.380
58 C -2.287 0.509 2.706
59 H 3.834 3.233 4.248
60 H 1.563 2.752 5.104
61 H -0.212 2.021 3.569
62 H 2.555 2.225 0.292
63 H 4.317 2.979 1.831
64 H -1.226 4.272 1.256
65 H -1.442 6.463 0.158
66 H -0.984 6.691 -2.262
67 H -0.295 4.711 -3.580
68 H -0.077 2.514 -2.492
69 H -3.217 2.712 0.307
70 H -5.353 2.509 1.497
71 H -5.545 1.029 3.472
72 H -3.574 -0.259 4.236
73 H -1.442 -0.081 3.040

The HOMO energy (alpha / beta) is -5.16 / -5.16 eV. Its total energy is -223957.35174 eV. The calculation puts the energy relative to the best compared isomer or geometry (same formula, charge and spin) at 291.9 kJ/mol.